P) Computed, not measured: C9H11NO3 as an isolated structure, with wB97M-V/def2-TZVPD.

Geometry as XYZ:
```
24
C9H11NO3 | the OMol25 dataset | wB97M-V/def2-TZVPD
C 2.51224 0.84597 -0.72850
C 1.45610 0.24043 -1.69133
C -0.57943 -0.14568 -0.30092
C -1.83249 0.45298 -0.96134
C -2.81529 1.01144 -0.02260
C -2.86938 0.49383 1.34955
C -1.95238 -0.41781 1.69600
C -0.72742 -0.55031 1.06169
C 0.53914 -1.09798 1.66177
H 2.82868 -0.50103 0.81732
H 3.11281 1.65433 -1.06763
H 2.00916 1.34263 0.18284
H 1.73419 -0.41051 -2.69273
H 0.86356 1.00502 -1.99248
H -0.14266 -1.21162 -1.76248
H -2.11981 0.55265 -2.01431
H -3.71768 1.45569 -0.57690
H -3.52037 0.82739 2.14764
H -1.87083 -0.83228 2.67150
H 1.23412 -1.10159 -0.34941
N 0.56013 -0.65650 -0.99849
O 3.29022 -0.21078 -0.02940
O 1.34276 -1.61073 0.76058
O 0.66463 -1.13554 2.83962
```

Results
Molar mass   181.19 g/mol
Gap between HOMO and LUMO   9.28 eV
HOMO   -9.441 eV
LUMO level   -0.16 eV

Q) Computed, not measured: the molecule C9H11NO3, with wB97M-V/def2-TZVPD.

Geometry as XYZ:
```
24
C9H11NO3 | the OMol25 dataset | wB97M-V/def2-TZVPD
C 0.07643 3.08568 0.02328
C 0.72196 2.01644 -0.49423
C 0.47223 0.56670 -0.15457
C 1.37950 -0.43673 -0.03980
C 2.87103 -0.32855 0.51640
O 3.59018 -1.21298 -0.22389
C 0.91679 -1.79573 -0.14124
N -0.36272 -2.13450 -0.10995
C -1.24513 -1.17799 0.08760
C -2.64795 -1.53204 0.21430
O -3.63219 -0.55169 -0.34889
C -0.87162 0.11660 0.12247
O -1.77061 1.19570 0.37062
H -0.80329 3.01820 0.52691
H 0.42901 4.05817 -0.06604
H 1.60527 2.15814 -0.95194
H 2.93759 -0.67980 1.57338
H 3.17576 0.74098 0.31217
H 3.27506 -0.96963 -1.03464
H 1.70224 -2.52848 -0.15757
H -2.87853 -1.68660 1.25242
H -2.78424 -2.38060 -0.34439
H -3.45496 -0.33449 -1.31029
H -2.70181 0.79319 0.37786
```

Results
Molar mass   181.19 g/mol
Gap between HOMO and LUMO   9.04 eV
HOMO   -8.799 eV
LUMO level   0.24 eV
SMILES string   C=Cc1c(CO)cnc(CO)c1O

The structure with the greatest stability is Q).

P) Computed, not measured: an isolated ion of composition C3H5N4O and charge +1, with wB97M-V/def2-TZVPD.

Geometry as XYZ:
```
13
C3H5N4O | the OMol25 dataset | wB97M-V/def2-TZVPD
C 1.08859 -0.37905 -1.31270
C 1.14411 -0.64653 0.15203
C -0.87568 0.53858 0.74119
N -3.05796 1.32414 1.16057
N -1.97367 0.94874 0.84754
N 0.14798 -0.21604 0.94528
N 0.08134 0.31879 -1.75059
O 1.95348 -1.46444 0.74951
H 1.90247 -0.78907 -1.84268
H -3.41299 2.10044 0.60620
H 0.05302 -0.65312 1.79136
H 0.07465 0.49536 -2.69619
H 2.87466 -1.57781 0.60850
```

Results
Molar mass   113.10 g/mol
Charge   +1
Gap between HOMO and LUMO (spin up / spin down)   7.56 / 6.42 eV
HOMO (spin up / spin down)   -13.095 / -12.421 eV
LUMO level (spin up / spin down)   -5.54 / -6.00 eV

Q) Computed, not measured: an isolated ion of composition C3H5N4O and charge +1, with wB97M-V/def2-TZVPD.

Geometry as XYZ:
```
13
C3H5N4O | the OMol25 dataset | wB97M-V/def2-TZVPD
N -0.84228 -1.58238 0.11565
C 0.22752 -0.80161 0.28773
N 1.42663 -1.02352 0.76219
C 0.00304 0.61261 -0.02677
C -1.07986 1.29628 -0.63741
N -0.69085 2.52437 -0.84629
O 0.54881 2.59923 -0.40127
N 1.03066 1.51988 0.10002
H -1.59997 -1.31957 -0.46433
H -0.83503 -2.59850 0.16264
H 2.07202 -0.33632 1.09147
H 1.77670 -1.95833 0.77438
H -2.03738 1.06786 -0.91802
```

Results
Molar mass   113.10 g/mol
Charge   +1
Gap between HOMO and LUMO   10.65 eV
HOMO   -15.772 eV
LUMO level   -5.12 eV
SMILES string   NC(=[NH2+])c1cnon1

The structure with the greatest stability is Q).

P) Computed, not measured: H8LiO4 as an isolated structure, with wB97M-V/def2-TZVPD.

Geometry as XYZ:
```
13
H8LiO4 | the OMol25 dataset | wB97M-V/def2-TZVPD
Li 31.64000 44.77100 46.13600
O 31.07300 46.28200 44.45300
H 31.34800 46.24500 43.62600
H 30.60900 47.21600 44.63800
O 31.29600 43.31500 44.93300
H 31.66300 42.33700 45.11500
H 31.37700 43.31100 43.90700
O 33.53800 45.11800 47.03200
H 33.65800 45.27700 47.98700
H 34.28600 45.28000 46.64300
O 30.55500 44.94800 47.82200
H 30.71500 45.48100 48.57000
H 29.60300 44.92700 47.80000
```

Results
Molar mass   79.00 g/mol
Charge   +1
Gap between HOMO and LUMO   12.65 eV
HOMO   -16.017 eV
LUMO level   -3.37 eV

Q) Computed, not measured: H8LiO4 as an isolated structure, with wB97M-V/def2-TZVPD.

Geometry as XYZ:
```
13
H8LiO4 | the OMol25 dataset | wB97M-V/def2-TZVPD
Li 15.09800 6.30100 33.17800
O 15.82100 7.26000 34.85400
H 16.27500 6.80600 35.60200
H 15.54400 8.10100 35.29400
O 14.27100 7.21600 31.67000
H 14.67700 6.98300 30.74500
H 13.43700 7.34600 31.69400
O 13.63700 4.81600 33.62700
H 13.65800 3.87800 34.22700
H 12.92100 5.23100 34.01200
O 16.56900 4.93300 32.36600
H 16.32600 4.24200 31.76700
H 17.53100 5.12000 32.37300
```

Results
Molar mass   79.00 g/mol
Charge   +1
Gap between HOMO and LUMO   12.78 eV
HOMO   -16.210 eV
LUMO level   -3.43 eV

The structure with the greatest stability is P).

P) Computed, not measured: a 2-piece molecular cluster, C3H4N2O3S overall, with wB97M-V/def2-TZVPD.

Geometry as XYZ:
```
13
C3H4N2O3S | the OMol25 dataset | wB97M-V/def2-TZVPD
C 0.11345 1.53706 1.83546
C 0.54112 0.76762 1.01874
S 1.23756 -0.65598 0.26460
N 0.63594 -0.69228 -1.29163
O 2.63825 -0.43249 0.21570
O 0.72843 -1.78484 1.02802
H -0.23446 2.30328 2.49797
H 1.26164 -0.21583 -2.02331
H -0.36198 -0.54663 -1.46796
N -2.11092 0.66599 -0.55972
C -1.93582 -0.30381 0.01347
O -1.92248 -1.41989 0.60792
H -0.96909 -1.59152 0.77351
```

Results
Molar mass   148.14 g/mol
Gap between HOMO and LUMO   11.61 eV
HOMO   -11.083 eV
LUMO level   0.53 eV
SMILES string   C#CS(N)(=O)=O.N#CO

Q) Computed, not measured: the molecule C3H4N2O3S, with wB97M-V/def2-TZVPD.

Geometry as XYZ:
```
13
C3H4N2O3S | the OMol25 dataset | wB97M-V/def2-TZVPD
O 0.43672 2.09797 -2.50367
N -0.55125 1.98929 -1.90376
O -1.68398 1.92838 -2.25241
O -0.40037 2.00747 -0.45530
C -0.12324 0.73306 0.09110
N -0.18471 -0.33906 -0.58801
C 0.31791 -1.41748 0.16762
C 0.33804 -1.03682 1.72975
S 0.35574 0.79563 1.77606
H 1.28992 -1.70528 0.00480
H -0.39238 -2.27750 -0.16291
H -0.65096 -1.35268 2.02617
H 1.24858 -1.42298 2.07057
```

Results
Molar mass   148.14 g/mol
Gap between HOMO and LUMO   9.67 eV
HOMO   -9.406 eV
LUMO level   0.27 eV
SMILES string   O=[N+]([O-])OC1=NCCS1

The structure with the greatest stability is P).

P) Computed, not measured: a 2-piece molecular cluster, C11H15N overall, with wB97M-V/def2-TZVPD.

Geometry as XYZ:
```
27
C11H15N | the OMol25 dataset | wB97M-V/def2-TZVPD
C -1.17714 0.68780 1.99268
C 0.15041 -1.04824 0.44583
C -1.00516 -0.68151 1.35323
C 0.03950 -2.39560 0.09295
C -1.64333 -1.90715 1.57046
C 1.12588 -0.27290 -0.11973
C 2.11162 -0.94303 -0.77822
C 1.94873 -2.27236 -1.28623
C 0.89587 -2.98409 -0.90394
N -1.14252 -2.87181 0.58806
H 1.14555 0.77223 0.02474
H 2.99398 -0.41112 -1.21221
H 2.55811 -2.58069 -2.09331
H -1.12646 1.47607 1.23154
H -0.55376 1.08052 2.69823
H -2.58247 -2.14582 2.03308
H -1.45572 -3.76011 0.71201
H 0.71716 -4.07881 -1.21167
H -2.20605 0.67474 2.47510
C -0.18147 2.38809 -1.47392
C 0.11552 3.49056 -0.35611
H -0.57123 2.89966 -2.48781
H 0.66492 1.66627 -1.54022
H -1.27047 1.88448 -1.25301
H -0.16138 3.13884 0.63668
H -0.48303 4.36086 -0.62723
H 1.09293 3.83312 -0.51098
```

Results
Molar mass   161.25 g/mol
Charge   -1
Gap between HOMO and LUMO (spin up / spin down)   2.28 / 7.75 eV
Multiplicity   2
HOMO (spin up / spin down)   1.135 / -4.452 eV
LUMO level (spin up / spin down)   3.41 / 3.30 eV

Q) Computed, not measured: a 2-piece molecular cluster, C11H15N overall, with wB97M-V/def2-TZVPD.

Geometry as XYZ:
```
27
C11H15N | the OMol25 dataset | wB97M-V/def2-TZVPD
C -2.92241 1.12235 -0.09039
C -3.66066 -0.17146 -0.50003
H -1.92301 0.91215 0.28821
H -2.58865 1.55869 -1.04174
H -3.41237 1.87349 0.51935
H -3.14034 -1.06550 -0.18393
H -3.81960 -0.15298 -1.58429
H -4.72190 -0.06751 -0.24706
C 1.18113 2.22055 -1.10447
C 1.40592 -0.20378 -0.09263
C 1.08895 1.16665 -0.03459
C 1.36482 -0.73287 1.23653
C 0.75597 1.47841 1.27318
C 1.63027 -1.07904 -1.20759
C 1.80547 -2.43718 -0.90898
C 1.95598 -2.89799 0.40499
C 1.73193 -2.04126 1.48834
N 0.84275 0.29295 2.02755
H 1.46372 -0.67363 -2.19259
H 1.76444 -3.08191 -1.77522
H 2.18878 -3.93553 0.61437
H 1.72220 3.07310 -0.68361
H 0.24806 2.67298 -1.43409
H 0.49909 2.41246 1.73951
H 1.06942 0.39927 3.00340
H 1.81547 -2.45719 2.48844
H 1.65457 1.81476 -2.00264
```

Results
Molar mass   161.25 g/mol
Charge   -1
Gap between HOMO and LUMO (spin up / spin down)   2.98 / 6.51 eV
Multiplicity   2
HOMO (spin up / spin down)   0.728 / -2.836 eV
LUMO level (spin up / spin down)   3.71 / 3.67 eV

The structure with the greatest stability is Q).

P) Computed, not measured: a 2-piece molecular cluster, CH3NO2S2 overall, with wB97M-V/def2-TZVPD.

Geometry as XYZ:
```
9
CH3NO2S2 | the OMol25 dataset | wB97M-V/def2-TZVPD
C -0.07224 1.12981 -0.25557
N 0.05007 -0.86977 0.41419
O 2.22192 -0.38584 -0.80450
O -2.32610 -0.46674 -0.66091
S 1.42520 -0.02310 0.32849
S -1.46219 -0.00298 0.38708
H 0.13964 1.95884 0.29728
H -0.22742 0.99803 -1.29632
H 0.25112 -2.33824 1.59025
```

Results
Molar mass   125.17 g/mol
Gap between HOMO and LUMO (spin up / spin down)   8.44 / 8.10 eV
HOMO (spin up / spin down)   -9.650 / -9.742 eV
LUMO level (spin up / spin down)   -1.21 / -1.64 eV

Q) Computed, not measured: a 2-piece molecular cluster, CH3NO2S2 overall, with wB97M-V/def2-TZVPD.

Geometry as XYZ:
```
9
CH3NO2S2 | the OMol25 dataset | wB97M-V/def2-TZVPD
C 0.29503 -0.31176 -1.01054
N 0.57155 -0.44540 0.23628
O 1.43191 -1.48278 0.70132
O -0.02884 0.08800 1.28073
S 0.85987 -0.56170 -2.43908
S -1.40571 1.82857 -0.63417
H 1.86041 -1.31526 1.55342
H -0.85329 0.56830 0.85559
H -2.73092 1.63203 -0.54355
```

Results
Molar mass   125.17 g/mol
Gap between HOMO and LUMO (spin up / spin down)   6.52 / 6.54 eV
HOMO (spin up / spin down)   -8.640 / -8.648 eV
LUMO level (spin up / spin down)   -2.12 / -2.11 eV

R) Computed, not measured: a 2-piece molecular cluster, CH3NO2S2 overall, with wB97M-V/def2-TZVPD.

Geometry as XYZ:
```
9
CH3NO2S2 | the OMol25 dataset | wB97M-V/def2-TZVPD
C 2.04357 -0.03766 0.30622
N 1.83027 1.22464 0.34804
O 1.29290 1.76308 -0.89685
O 1.60940 1.90404 1.34095
S 2.93527 -1.29900 0.31126
S -0.90340 -0.96474 -0.55761
H 1.20704 2.71925 -1.09455
H -1.59426 0.26160 -0.55383
H -0.52872 -0.73027 0.71080
```

Results
Molar mass   125.17 g/mol
Gap between HOMO and LUMO (spin up / spin down)   7.23 / 7.23 eV
HOMO (spin up / spin down)   -8.543 / -8.544 eV
LUMO level (spin up / spin down)   -1.31 / -1.31 eV

The structure with the greatest stability is R).